{"formula": "C17H30NO13P3S3V", "method": "wB97M-V/def2-TZVPD", "elements": ["C", "H", "H", "H", "C", "H", "O", "C", "C", "C", "V", "O", "H", "O", "O", "H", "P", "H", "H", "C", "H", "H", "C", "H", "H", "C", "H", "C", "S", "H", "H", "H", "N", "H", "H", "C", "O", "C", "O", "C", "H", "C", "H", "P", "O", "C", "P", "O", "C", "H", "O", "S", "H", "H", "H", "S", "H", "C", "O", "H", "H", "O", "O", "H", "C", "H", "O", "H"], "positions_angstrom": [[3.009, 1.892, -1.972], [-1.644, -0.650, -1.438], [0.132, 5.151, 1.599], [-6.874, -3.354, -2.150], [-6.152, -3.404, -1.341], [2.962, 3.919, 4.038], [1.121, 3.921, -0.544], [-0.198, 4.449, -0.400], [3.551, 3.135, -2.647], [2.194, 3.322, 3.540], [-0.634, -0.798, 1.106], [3.527, -1.918, 0.624], [-3.224, -0.779, -2.171], [1.476, 2.406, 1.473], [1.791, -0.451, -4.753], [3.742, 2.927, -3.702], [0.359, -3.637, 1.230], [2.705, 4.069, 1.571], [1.232, 3.828, 3.631], [-2.721, -0.585, -1.225], [1.257, -1.633, -1.497], [-2.931, 0.446, -0.926], [2.453, -1.971, -3.067], [-5.085, -1.700, -2.046], [2.836, 3.954, -2.570], [-6.261, -4.399, -0.373], [-3.568, -3.549, 1.524], [-5.322, -4.435, 0.660], [-1.461, 2.004, 4.621], [-0.519, 4.822, -1.377], [2.362, -2.843, -3.710], [2.101, 2.366, 4.055], [2.037, -2.302, -1.687], [4.485, 3.449, -2.177], [1.330, -5.527, 0.961], [-3.107, -1.549, -0.144], [2.804, 2.119, -0.572], [-5.135, -2.470, -1.286], [0.679, -0.432, -2.779], [2.551, 3.114, 2.085], [0.465, 6.363, 0.347], [-4.178, -2.492, -0.246], [-5.385, -5.207, 1.418], [2.359, -1.502, 1.443], [1.167, -4.771, 0.390], [-0.202, 5.550, 0.641], [1.246, 2.307, -0.117], [1.576, -2.822, 1.956], [-4.304, -3.508, 0.732], [3.723, 1.068, -2.055], [-2.401, -1.542, 0.940], [-0.410, -0.566, 3.504], [2.078, 1.561, -2.442], [3.489, -1.640, -3.069], [-0.895, 3.660, -0.097], [-1.688, 1.322, 1.716], [1.656, -3.237, -1.562], [1.534, -0.826, -3.602], [-0.503, -4.245, 2.250], [-7.057, -5.132, -0.422], [-1.210, 5.950, 0.772], [-0.134, -2.684, 0.167], [2.807, -0.823, 2.804], [2.754, -2.144, -0.944], [-1.161, 1.006, 3.333], [2.011, -0.471, 3.254], [1.342, -0.605, 0.745], [3.464, 2.523, 1.980]], "nbo_charge": [-0.078, 0.240, 0.221, 0.190, -0.227, 0.187, -0.848, -0.075, -0.630, -0.624, 1.256, -1.158, 0.214, -0.831, -0.743, 0.204, 2.543, 0.169, 0.221, -0.672, 0.477, 0.226, -0.357, 0.198, 0.217, -0.279, 0.246, -0.218, -0.213, 0.161, 0.204, 0.222, -0.745, 0.193, 0.497, 0.354, -0.831, -0.244, -0.754, -0.063, 0.192, -0.051, 0.197, 2.592, -1.015, -0.624, 1.685, -1.109, -0.213, 0.172, -0.713, -0.226, 0.213, 0.211, 0.196, -0.187, 0.429, 0.759, -1.111, 0.189, 0.200, -1.170, -1.006, 0.473, -0.463, 0.519, -1.168, 0.183], "spin_multiplicity": 4, "homo_lumo_gap_ev": [5.3, 7.1], "charge": -2}

{"formula": "C17H30NO5S2", "method": "wB97M-V/def2-TZVPD", "elements": ["H", "H", "C", "C", "C", "H", "C", "S", "O", "H", "H", "H", "O", "H", "H", "H", "H", "H", "C", "H", "H", "O", "O", "H", "H", "H", "C", "H", "H", "C", "H", "C", "H", "H", "C", "C", "O", "H", "H", "H", "C", "N", "H", "C", "C", "S", "C", "H", "C", "C", "C", "H", "H", "H", "H"], "positions_angstrom": [[4.467, 1.285, 0.814], [1.719, -1.960, 0.355], [-4.112, 1.052, -1.057], [2.054, 0.289, 2.988], [0.468, -0.993, 1.756], [1.213, 0.168, -1.764], [5.032, -0.776, 0.463], [1.475, 0.445, 4.495], [-3.987, -0.513, 0.605], [1.011, 2.246, 2.189], [5.774, -1.036, 1.212], [-5.740, 2.464, -1.044], [-1.070, -1.087, -2.312], [0.803, -1.668, 2.539], [-0.578, -0.775, 1.943], [3.148, 0.221, 0.450], [0.384, -1.154, -0.430], [-5.084, -0.901, -1.119], [-4.881, -0.085, -0.429], [-5.423, 1.715, -2.622], [6.333, 0.675, -0.394], [-2.489, 0.580, 1.881], [-3.418, 1.579, 0.090], [0.567, 3.075, 0.125], [-1.892, -1.782, 0.523], [-0.468, 1.436, 1.778], [-3.233, 0.556, 0.956], [6.401, -0.894, -1.233], [-2.049, -3.052, -0.678], [0.653, -1.741, 0.444], [0.169, -3.542, -0.531], [0.386, 0.791, -2.116], [4.999, 0.172, -1.443], [-2.166, -3.440, 1.034], [-0.285, 1.386, -0.877], [4.073, 0.293, 1.011], [-0.870, 0.309, -4.090], [1.748, 1.855, -0.271], [4.415, -1.619, 0.175], [-5.816, 0.242, 0.035], [0.586, 1.493, 1.528], [1.310, 0.225, 1.804], [-4.347, 2.971, -1.988], [5.756, -0.173, -0.747], [-4.958, 2.109, -1.719], [3.792, 0.135, 2.781], [-1.657, -2.817, 0.303], [0.150, -3.679, 1.212], [-0.139, -3.035, 0.379], [0.740, 2.000, 0.105], [-0.600, -0.073, -2.913], [-0.879, 0.600, -0.422], [-0.915, 2.187, -1.255], [0.791, 1.561, -2.764], [-3.358, 0.677, -1.756]], "nbo_charge": [0.204, 0.178, 0.045, -0.063, -0.222, 0.185, -0.400, -0.055, -0.489, 0.192, 0.193, 0.200, -0.816, 0.191, 0.219, 0.264, 0.248, 0.212, -0.088, 0.223, 0.195, -0.598, -0.495, 0.196, 0.212, 0.230, 0.987, 0.205, 0.227, -0.409, 0.209, -0.509, 0.209, 0.184, -0.406, -0.555, -0.780, 0.194, 0.209, 0.168, -0.221, -0.566, 0.232, -0.601, -0.622, 0.312, -0.610, 0.175, -0.395, -0.396, 0.755, 0.212, 0.197, 0.201, 0.234], "homo_lumo_gap_ev": 7.1, "charge": -1}

{"formula": "C17H31BN4O7P", "method": "wB97M-V/def2-TZVPD", "elements": ["C", "H", "H", "H", "C", "O", "N", "H", "H", "H", "O", "C", "P", "O", "H", "H", "N", "H", "O", "N", "C", "O", "C", "H", "H", "H", "H", "H", "C", "H", "H", "C", "H", "H", "H", "C", "H", "H", "C", "H", "H", "H", "B", "H", "C", "C", "H", "H", "C", "O", "C", "H", "O", "C", "N", "C", "H", "C", "H", "C", "H"], "positions_angstrom": [[5.913, 2.438, 1.223], [-3.830, 0.785, -0.872], [3.443, 2.005, 3.990], [-3.247, -5.614, -1.692], [0.947, -0.476, 1.060], [2.106, 4.840, 4.324], [0.928, -2.708, 1.831], [-2.678, -7.329, -2.876], [-0.162, -1.268, 2.824], [-1.822, -2.641, -1.726], [2.794, -0.368, 3.058], [0.885, 1.962, 1.179], [0.491, 4.780, 1.127], [4.610, 5.083, 0.632], [-5.693, -5.130, -4.458], [0.181, 1.863, 0.373], [-4.443, -6.271, -3.213], [0.537, -3.355, 2.512], [-1.370, 1.080, -2.101], [1.385, 0.794, 1.674], [2.293, 0.814, 2.671], [-4.933, -4.487, -1.905], [0.525, -1.533, 2.021], [6.798, 2.644, 0.640], [1.631, 6.380, 0.213], [4.025, 4.626, 0.021], [-1.233, 3.415, 0.152], [5.335, 2.987, 3.219], [-3.900, 0.073, -1.694], [5.052, 2.327, 0.568], [-4.037, 0.636, -2.616], [1.250, 3.203, 1.683], [-0.675, -0.836, -2.017], [2.463, -0.626, 3.928], [-4.753, -0.581, -1.538], [5.680, 3.494, 2.325], [-4.035, -8.318, -3.438], [-3.182, -7.256, -4.572], [2.209, 3.212, 2.712], [-5.716, -6.884, -4.741], [-1.329, 5.096, -0.350], [-3.238, -2.445, -0.671], [4.637, 4.570, 1.890], [6.625, 3.986, 2.541], [-0.656, 4.265, -0.187], [-1.522, -0.128, -1.967], [-6.539, -6.187, -3.329], [6.060, 1.468, 1.686], [-3.536, -7.353, -3.544], [3.732, 5.104, 2.854], [2.691, 4.479, 3.358], [1.716, -0.850, 0.397], [1.747, 5.431, 0.321], [-5.669, -6.110, -3.981], [-2.692, -0.739, -1.771], [2.718, 2.015, 3.196], [-3.455, -2.584, -2.414], [-2.807, -2.185, -1.639], [0.099, -0.210, 0.450], [-4.197, -5.409, -2.218], [-0.158, 4.023, -1.122]], "nbo_charge": [-0.591, 0.205, 0.264, 0.103, -0.283, -0.497, -0.545, 0.209, 0.171, 0.201, -0.652, 0.101, 1.129, -0.920, 0.214, 0.255, -0.419, 0.356, -0.662, -0.287, 0.557, -0.646, 0.091, 0.231, 0.519, 0.523, 0.239, 0.209, -0.419, 0.183, 0.222, -0.369, 0.102, 0.519, 0.220, -0.819, 0.204, 0.201, 0.009, 0.208, 0.261, 0.208, 1.230, 0.273, -0.987, 0.514, 0.219, 0.211, -0.400, -0.661, 0.768, 0.258, -0.987, -0.417, -0.411, -0.261, 0.229, -0.407, 0.242, 0.527, 0.255], "homo_lumo_gap_ev": 7.0, "charge": 1}

{"formula": "C17H31BrCl10O4S", "method": "wB97M-V/def2-TZVPD", "elements": ["S", "C", "Cl", "H", "H", "O", "Cl", "Cl", "H", "Cl", "Cl", "H", "Br", "H", "H", "C", "C", "H", "C", "H", "H", "C", "H", "C", "C", "C", "H", "H", "C", "C", "H", "H", "H", "H", "O", "C", "H", "Cl", "O", "C", "H", "Cl", "C", "H", "H", "C", "H", "Cl", "H", "O", "H", "H", "Cl", "C", "Cl", "H", "H", "H", "H", "H", "C", "H", "C", "H"], "positions_angstrom": [[0.616, -1.569, 0.007], [-2.268, -3.420, 3.668], [3.712, 1.435, -2.499], [1.845, 3.413, -1.673], [-2.482, 0.300, 0.638], [-3.354, -2.821, 3.433], [0.057, 4.622, -0.716], [-6.607, -2.345, 1.538], [-0.568, 4.024, -3.486], [1.606, -1.256, -2.985], [3.899, 5.913, 2.158], [-5.680, -3.021, 3.581], [-0.212, -6.523, 0.766], [1.850, 6.911, 2.708], [-6.833, -1.698, 3.797], [1.077, 4.076, -2.073], [-7.726, -3.670, 3.659], [1.280, -1.272, -6.669], [4.755, 1.755, -3.908], [1.384, -2.624, -5.535], [1.625, -1.927, 2.198], [-6.666, -2.652, 3.292], [5.585, 1.046, -3.854], [1.165, -0.675, -4.609], [2.151, 5.881, 2.505], [1.681, -1.588, -5.704], [6.024, 3.287, -4.715], [-0.735, 0.738, 1.297], [0.266, 3.400, -3.159], [1.820, 5.004, 3.695], [-1.433, 1.544, -0.198], [-0.397, 0.020, -1.554], [1.064, -4.051, 3.792], [-1.662, -1.212, -1.068], [-1.019, -2.723, 3.603], [-0.804, -0.563, -0.638], [-7.642, -3.927, 4.717], [-9.376, -3.045, 3.411], [-0.083, -6.383, 3.585], [-1.380, 0.542, 0.379], [4.181, 1.537, -4.810], [2.088, 3.276, 3.353], [0.769, -4.210, 2.685], [1.634, 5.547, 1.604], [-7.621, -4.587, 3.077], [-0.314, -3.052, 2.356], [-1.817, -2.665, 1.084], [-0.392, 1.832, -2.624], [2.415, 5.272, 4.570], [-1.211, -3.412, 1.286], [1.570, 4.963, -2.476], [0.765, 5.115, 3.955], [4.008, 4.373, -4.217], [5.290, 3.172, -3.916], [3.457, -1.536, -5.841], [1.548, 0.342, -4.720], [1.752, -4.084, 2.096], [-2.261, -4.519, 3.978], [5.774, 3.425, -2.970], [0.901, 3.199, -4.025], [0.159, -5.691, 2.558], [0.157, -0.850, 2.415], [0.534, -1.764, 1.845], [0.075, -0.633, -4.644]], "nbo_charge": [0.209, 0.652, -0.054, 0.240, 0.219, -0.549, -0.072, -0.067, 0.225, -0.039, -0.063, 0.248, -0.005, 0.222, 0.221, -0.391, -0.386, 0.222, -0.392, 0.227, 0.238, -0.396, 0.230, -0.394, -0.393, -0.386, 0.225, 0.221, -0.385, -0.388, 0.233, 0.248, 0.267, 0.211, -0.574, -0.555, 0.221, -0.065, -0.521, -0.655, 0.225, -0.060, -0.558, 0.234, 0.223, 0.525, 0.496, -0.063, 0.223, -0.723, 0.231, 0.223, -0.073, -0.385, -0.067, 0.218, 0.260, 0.162, 0.228, 0.228, 0.517, 0.248, -0.587, 0.228], "homo_lumo_gap_ev": 8.8, "charge": 0, "smiles": "CCSC[C@@](O)(CC(=O)Br)OC=O.ClCCCl.ClCCCl.ClCCCl.ClCCCl.ClCCCl"}

- The lowest charge belongs to which entry?
  C17H30NO13P3S3V

- What is the charge in the third record?
  +1

- Which of these has the highest charge?
  C17H31BN4O7P